Entry 1:
Entry from the Open Molecules 2025 dataset: a structure of composition C34H52AlAs2N6S2 in a non-equilibrium geometry (ωB97M-V/def2-TZVPD).

## Properties
Kohn-Sham gap: 7.0 eV
Charge: +1

Geometry (Å):
Al 1.8247 -0.1455 1.1228
C -1.1206 3.0236 1.3164
C -0.3792 1.7401 1.2713
S 1.2816 2.0418 0.8497
C -0.9303 0.4706 1.3661
C -2.4176 0.2821 1.2053
S -0.1068 -1.0311 1.6037
H -0.4151 3.7422 1.8525
H -2.0074 2.9547 1.9555
H -1.3390 3.3934 0.3092
H -3.0412 0.3578 2.1115
H -2.6280 -0.6959 0.7704
H -2.9355 1.0208 0.5441
C -5.4852 3.9262 -4.4583
As -4.9552 2.6051 -3.0330
C -4.9519 3.7715 -1.4434
C -6.7475 1.8179 -2.7681
C -7.8467 2.6439 -2.4175
C -9.1180 2.1062 -2.2378
C -9.2974 0.7143 -2.3720
C -8.2408 -0.1327 -2.7051
C -6.9350 0.4084 -2.9627
As -5.4689 -0.5124 -3.8514
C -4.7214 -1.5996 -2.3362
C -6.6938 -1.8461 -4.7101
H -4.5059 4.2955 -4.7771
H -6.0150 4.7158 -3.8549
H -6.0375 3.5367 -5.3251
H -4.9494 4.8476 -1.6105
H -4.0495 3.4700 -0.8966
H -5.8418 3.5823 -0.8110
H -7.6233 3.6800 -2.1594
H -10.0048 2.6915 -1.8637
H -10.2641 0.2157 -2.1341
H -8.3209 -1.1712 -2.6226
H -5.5312 -2.0723 -1.7882
H -4.2666 -0.8598 -1.7281
H -4.0863 -2.4229 -2.6532
H -7.6139 -1.4045 -4.9085
H -6.7220 -2.7130 -4.0621
H -6.1795 -2.1589 -5.5850
C 5.0825 0.3076 5.6026
N 4.7630 -0.0633 4.2114
C 5.8877 -0.5499 3.4423
C 3.6253 0.1765 3.6151
N 3.1673 -0.5615 2.5331
C 3.2034 -1.9513 2.6358
C 3.0395 -2.6746 3.8859
C 3.1745 -4.0512 4.0046
C 3.4271 -4.7834 2.8608
C 3.4385 -4.2170 1.6052
C 3.8572 -4.9981 0.5110
C 3.7846 -4.4992 -0.7595
C 3.3778 -3.1869 -0.9889
C 3.2456 -2.2293 0.0727
N 2.8078 -0.9077 -0.2030
C 3.0464 -0.3894 -1.4995
N 4.3042 -0.3257 -1.9852
C 5.4692 -0.3997 -1.0627
C 4.7093 -0.2163 -3.3821
N 2.0469 0.0053 -2.3044
C 2.0900 1.0448 -3.3333
C 0.6692 -0.4249 -1.9769
C 3.2836 -2.7917 1.4257
N 2.8332 1.1890 4.0582
C 1.4219 0.8963 4.3390
C 3.3104 2.5030 4.4414
H 4.1534 0.5344 6.1256
H 5.8364 1.1294 5.5743
H 5.5719 -0.5221 6.0316
H 6.8410 -0.0649 3.6624
H 5.7545 -0.3556 2.4088
H 6.0481 -1.6149 3.6907
H 2.8729 -2.1143 4.8488
H 3.1691 -4.6079 4.9497
H 3.6384 -5.8642 2.9003
H 4.0142 -6.0536 0.7356
H 4.0528 -5.1150 -1.6025
H 3.2395 -2.9313 -2.0272
H 5.1006 -0.5317 -0.0679
H 6.1397 0.4629 -1.1968
H 5.9887 -1.3346 -1.3071
H 3.9067 -0.4288 -4.0529
H 5.4552 -1.0697 -3.5530
H 5.2149 0.7685 -3.4468
H 3.0847 1.3876 -3.5862
H 1.4598 1.9214 -3.0318
H 1.6551 0.7287 -4.2698
H -0.0076 -0.3713 -2.8501
H 0.2184 0.2733 -1.2304
H 0.7621 -1.4485 -1.6381
H 1.2566 -0.1397 4.2085
H 1.1874 1.1213 5.3933
H 0.7240 1.5081 3.7625
H 2.8445 2.8366 5.4075
H 3.0352 3.1849 3.6086
H 4.4040 2.5198 4.6004

---

Entry 2:
Entry from the Open Molecules 2025 dataset: a structure of composition C34H52AsF6N6O9 in a non-equilibrium geometry (ωB97M-V/def2-TZVPD).

## Properties
Kohn-Sham gap: 10.4 eV
Charge: -1

Geometry (Å):
As -0.6740 -0.7856 0.3578
F -2.0737 -0.1762 -0.6003
F -1.5503 -0.3321 1.9329
F 0.7643 -1.3858 1.2577
F 0.1761 -1.1900 -1.1673
F 0.1100 0.8429 0.3536
F -1.4069 -2.4173 0.2818
N 10.3183 0.6739 0.2678
C 9.6264 1.4645 -0.6442
C 8.2485 1.5626 -0.6036
C 7.5428 0.9151 0.4338
C 8.1774 0.1891 1.3996
C 9.5730 0.0833 1.2861
H 10.1624 2.0006 -1.4134
H 7.7986 2.1458 -1.3935
H 6.4829 1.0902 0.5452
H 7.5518 -0.1928 2.1928
H 10.1398 -0.5586 1.9442
C -2.6585 6.5158 1.7858
C -2.3446 6.2996 3.2758
O -3.1231 7.3410 3.8026
C -3.3819 8.2945 2.8857
O -3.7851 9.4193 3.1359
O -2.9619 7.9089 1.7016
H -3.4693 5.9183 1.3692
H -1.7938 6.3338 1.1476
H -1.2990 6.5243 3.4863
H -2.6503 5.3043 3.5983
C 5.1025 -6.1282 -1.5920
C 5.9216 -5.4142 -2.6764
O 6.2561 -6.4546 -3.5337
C 5.6341 -7.5609 -3.1409
O 5.7212 -8.6176 -3.7780
O 4.8361 -7.3675 -2.1107
H 4.1314 -5.6862 -1.3692
H 5.6811 -6.2018 -0.6712
H 6.8392 -4.9612 -2.3010
H 5.3678 -4.5534 -3.0511
C 2.5708 5.2012 -5.2382
C 2.3449 3.7921 -5.6695
O 1.8060 4.0123 -6.9582
C 2.0367 5.2040 -7.4396
O 1.7195 5.5967 -8.5787
O 2.6508 5.8664 -6.5205
H 3.5239 5.2520 -4.7118
H 1.8373 5.6521 -4.5697
H 1.6660 3.3390 -4.9471
H 3.2491 3.1845 -5.7063
C -7.7945 1.8390 5.9891
C -8.6524 0.7187 6.5269
C -9.6206 0.1814 5.5043
C -8.9703 -0.6693 4.5128
N -8.4560 -1.3698 3.7772
H -6.9154 2.1165 6.5709
H -8.3220 2.7923 5.9561
H -7.3866 1.6127 5.0040
H -9.1839 1.1362 7.3821
H -8.0144 -0.0929 6.8767
H -10.1975 0.8931 4.9137
H -10.3517 -0.4140 6.0512
C -5.6871 2.4720 -9.0231
C -4.5085 1.5958 -8.6331
C -4.1499 1.4264 -7.1423
C -4.1718 2.7616 -6.4833
N -4.1389 3.8376 -6.0451
H -5.6606 3.4710 -8.5879
H -6.6294 2.0745 -8.6462
H -5.7014 2.5333 -10.1113
H -3.6078 1.9265 -9.1502
H -4.6489 0.5801 -9.0030
H -3.1592 1.0277 -6.9238
H -4.9138 0.7510 -6.7573
C 5.0657 3.4442 7.3163
C 3.6524 3.0862 6.7217
C 2.6167 2.9468 7.8557
C 2.9385 1.8260 8.7671
N 3.2681 0.9369 9.4391
H 5.8495 3.2319 6.5891
H 5.2212 2.7700 8.1585
H 5.2273 4.4824 7.6063
H 3.5822 2.1689 6.1372
H 3.2272 3.8178 6.0346
H 1.6246 2.8248 7.4210
H 2.5012 3.8347 8.4773
C -0.0254 -6.1062 -6.6046
C 0.0324 -5.2017 -7.9226
C 1.3239 -4.3581 -7.9533
C 1.6311 -3.5959 -9.1464
N 1.9307 -3.0337 -10.0956
H -0.9506 -6.6822 -6.5889
H 0.1637 -5.6182 -5.6484
H 0.6962 -6.9223 -6.6427
H -0.8342 -4.5554 -8.0617
H -0.0137 -5.8822 -8.7728
H 2.2074 -4.9765 -7.7949
H 1.3790 -3.6187 -7.1543
C -2.1389 -4.6798 7.7400
C -3.3038 -4.8154 6.7385
C -3.1714 -6.0467 5.7817
C -2.8871 -7.3587 6.3558
N -2.6508 -8.4180 6.8627
H -1.2236 -4.3725 7.2342
H -1.9098 -5.6200 8.2417
H -2.3511 -3.9182 8.4903
H -3.5408 -3.8878 6.2174
H -4.2370 -5.0342 7.2576
H -2.3483 -5.8130 5.1065
H -4.1056 -6.0007 5.2219

---

no.,E_LUMO (eV),energy (a.u.)
1,-2.283,-7165.478852
2,1.576,-5167.510014